{
  "formula": "C8H20O3SSi",
  "method": "ωB97M-V/def2-TZVPD",
  "total_energy_ha": -1230.1490,
  "smiles": "CC[C@](C)([Si](C)(C)C)S(=O)(=O)OC",
  "orbital_gap_ev": 10.584,
  "charge": 0,
  "largest_force_ev_per_a": 3.7,
  "homo_ev": -9.83,
  "species": ["C", "C", "C", "C", "Si", "C", "C", "C", "S", "O", "O", "O", "C", "H", "H", "H", "H", "H", "H", "H", "H", "H", "H", "H", "H", "H", "H", "H", "H", "H", "H", "H", "H"],
  "xyz": [[-0.844, 2.658, 0.438], [0.393, 1.698, 0.537], [0.167, 0.513, -0.349], [0.151, 0.875, -1.786], [-1.371, -0.938, 0.340], [-1.577, -0.397, 2.178], [-3.124, -0.804, -0.529], [-0.894, -2.625, -0.124], [1.637, -0.588, -0.247], [1.791, -1.198, 1.079], [1.865, -1.545, -1.380], [2.855, 0.516, -0.401], [4.221, -0.022, -0.218], [-1.785, 2.042, 0.495], [-0.845, 3.515, 1.096], [-0.845, 3.109, -0.582], [0.609, 1.459, 1.573], [1.312, 2.297, 0.101], [1.018, 1.414, -2.039], [-0.738, 1.385, -2.280], [0.174, -0.112, -2.226], [-1.586, -1.383, 2.675], [-0.815, 0.223, 2.517], [-2.516, 0.194, 2.409], [-3.134, -0.495, -1.543], [-3.462, -1.835, -0.395], [-3.832, -0.281, 0.086], [-1.071, -2.915, -1.197], [0.093, -3.028, 0.090], [-1.491, -3.349, 0.546], [4.844, 0.894, -0.323], [4.557, -0.620, -1.221], [4.244, -0.655, 0.677]],
  "lowdin_charge": [-0.08, -0.28, -0.53, -0.14, 0.68, -0.16, -0.16, -0.22, 0.68, -0.32, -0.32, -0.35, -0.07, 0.08, 0.06, 0.07, 0.09, 0.15, 0.07, 0.12, 0.06, 0.04, -0.02, 0.06, 0.01, 0.02, 0.01, 0.07, 0.02, 0.07, 0.09, 0.13, 0.08]
}



{
  "formula": "C21H27AsN4O3SbV",
  "method": "ωB97M-V/def2-TZVPD",
  "total_energy_ha": -4680.6322,
  "orbital_gap_ev": [8.477, 8.985],
  "spin_multiplicity": 3,
  "charge": 2,
  "s2": 2.0142,
  "largest_force_ev_per_a": 1.3,
  "homo_ev": [-15.01, -15.02],
  "species": ["V", "C", "C", "C", "C", "C", "C", "N", "Sb", "C", "C", "C", "C", "C", "C", "N", "C", "C", "C", "C", "C", "C", "N", "H", "H", "H", "H", "H", "H", "H", "H", "H", "H", "H", "H", "H", "H", "H", "H", "H", "H", "C", "As", "C", "C", "O", "H", "H", "H", "H", "H", "H", "H", "H", "H", "O", "N", "O"],
  "xyz": [[0.087, -0.376, 0.079], [0.701, 3.023, -0.853], [0.349, 2.767, 0.579], [-0.157, 3.752, 1.416], [-0.456, 3.444, 2.732], [-0.147, 2.183, 3.220], [0.407, 1.257, 2.353], [0.584, 1.534, 1.047], [1.573, -0.414, 3.080], [2.726, -0.520, 1.237], [4.093, -0.560, 1.384], [4.906, -0.594, 0.247], [4.318, -0.564, -0.992], [2.925, -0.506, -1.099], [2.275, -0.435, -2.445], [2.160, -0.496, -0.007], [0.296, -2.030, 2.489], [-0.206, -2.924, 3.407], [-0.681, -4.149, 2.943], [-0.506, -4.464, 1.616], [0.037, -3.530, 0.731], [0.427, -3.970, -0.645], [0.323, -2.289, 1.160], [0.323, 3.984, -1.199], [0.310, 2.233, -1.504], [1.786, 3.034, -0.969], [-0.317, 4.749, 1.031], [-0.887, 4.193, 3.383], [-0.285, 1.948, 4.267], [4.538, -0.569, 2.371], [5.982, -0.635, 0.345], [4.913, -0.580, -1.895], [2.593, -1.275, -3.064], [2.584, 0.479, -2.956], [1.186, -0.458, -2.399], [-0.205, -2.696, 4.465], [-1.114, -4.867, 3.627], [-0.757, -5.449, 1.246], [-0.420, -4.383, -1.191], [1.161, -4.772, -0.532], [0.875, -3.174, -1.229], [-4.409, 0.646, -0.979], [-2.706, 1.432, -1.314], [-2.908, 3.305, -0.992], [-2.211, 1.212, -3.137], [-1.556, 0.831, -0.232], [-5.171, 1.281, -1.430], [-4.547, 0.627, 0.103], [-4.477, -0.360, -1.384], [-3.267, 3.796, -1.895], [-1.949, 3.726, -0.702], [-3.626, 3.452, -0.187], [-2.989, 1.674, -3.746], [-2.127, 0.161, -3.383], [-1.266, 1.732, -3.316], [-2.488, -1.830, -2.319], [-1.899, -2.184, -1.377], [-0.702, -1.405, -1.185]],
  "lowdin_charge": [1.02, -0.01, -0.32, 0.00, -0.01, -0.08, -0.44, -0.06, 1.61, -0.40, -0.09, -0.01, 0.01, -0.28, 0.00, -0.04, -0.45, -0.09, -0.01, 0.01, -0.28, -0.02, -0.03, 0.09, 0.06, 0.10, 0.13, 0.13, 0.11, 0.10, 0.13, 0.13, 0.11, 0.10, 0.05, 0.11, 0.13, 0.14, 0.09, 0.11, 0.06, -0.17, 1.06, -0.16, -0.18, -0.56, 0.06, 0.06, 0.04, 0.06, 0.01, 0.06, 0.06, 0.02, 0.05, 0.06, -0.01, -0.38]
}



{
  "formula": "C2H9NO2Si",
  "method": "ωB97M-V/def2-TZVPD",
  "total_energy_ha": -576.3126,
  "orbital_gap_ev": 7.757,
  "charge": 0,
  "largest_force_ev_per_a": 4.9,
  "homo_ev": -7.38,
  "species": ["C", "C", "N", "O", "O", "Si", "H", "H", "H", "H", "H", "H", "H", "H", "H"],
  "xyz": [[0.960, 1.385, -0.453], [-0.713, 0.235, -1.610], [-0.279, 0.608, -0.326], [0.672, -0.564, 2.498], [-1.351, -1.808, 1.279], [0.171, -1.232, 1.153], [0.703, 2.361, -0.606], [1.445, 1.152, 0.479], [1.454, 0.886, -1.347], [-0.189, -0.583, -2.032], [-1.655, -0.233, -1.514], [-0.750, 1.133, -2.412], [0.140, -0.345, 3.334], [-1.982, -1.150, 1.033], [1.374, -1.847, 0.523]],
  "lowdin_charge": [-0.19, -0.28, -0.29, -0.17, -0.14, 0.53, 0.03, 0.04, 0.09, 0.04, 0.04, 0.13, 0.13, 0.04, 0.01]
}



{
  "formula": "C18H38N2O2RuSSi2Te5",
  "method": "ωB97M-V/def2-TZVPD",
  "total_energy_ha": -3380.6831,
  "orbital_gap_ev": [6.168, 6.195],
  "spin_multiplicity": 6,
  "charge": 1,
  "s2": 8.8219,
  "largest_force_ev_per_a": 0.5,
  "homo_ev": [-9.35, -10.20],
  "species": ["Ru", "C", "C", "O", "N", "C", "C", "C", "C", "C", "C", "N", "H", "H", "H", "H", "H", "H", "H", "H", "H", "H", "Te", "Te", "Te", "Te", "C", "Si", "C", "C", "C", "Te", "C", "Si", "C", "C", "C", "H", "H", "H", "H", "H", "H", "H", "H", "H", "H", "H", "H", "H", "H", "H", "H", "H", "H", "H", "H", "H", "H", "C", "S", "C", "O", "H", "H", "H", "H", "H", "H"],
  "xyz": [[-0.431, -2.527, 1.101], [-2.047, 1.241, 3.670], [-2.324, -0.033, 2.926], [-1.418, -0.824, 2.667], [-3.596, -0.300, 2.580], [-3.963, -1.586, 2.006], [-3.852, -1.631, 0.503], [-4.986, -1.459, -0.279], [-4.881, -1.514, -1.659], [-3.635, -1.740, -2.216], [-2.554, -1.899, -1.367], [-2.645, -1.849, -0.034], [-1.546, 0.985, 4.602], [-2.942, 1.822, 3.882], [-1.350, 1.839, 3.084], [-4.318, 0.358, 2.817], [-4.988, -1.804, 2.302], [-3.312, -2.346, 2.441], [-5.945, -1.296, 0.197], [-5.756, -1.390, -2.283], [-3.493, -1.797, -3.285], [-1.565, -2.076, -1.768], [0.550, -3.993, -0.880], [-1.402, -5.087, 0.581], [-0.852, -4.235, 3.283], [1.356, -2.748, 3.059], [-2.074, 3.243, -2.911], [-1.203, 2.877, -1.298], [0.420, 3.801, -1.222], [-2.293, 3.356, 0.149], [-0.982, 1.006, -1.189], [0.376, 0.319, 0.319], [2.072, 0.810, -0.879], [2.737, -0.437, -2.118], [3.979, 0.465, -3.186], [1.339, -1.072, -3.189], [3.597, -1.820, -1.192], [-2.309, 4.306, -2.999], [-3.011, 2.688, -2.989], [-1.452, 2.970, -3.766], [0.223, 4.874, -1.177], [1.033, 3.622, -2.109], [1.007, 3.534, -0.340], [-2.346, 4.439, 0.275], [-1.917, 2.932, 1.080], [-3.312, 2.987, -0.002], [-0.670, 0.557, -2.134], [-1.959, 0.589, -0.939], [2.854, 1.081, -0.168], [1.774, 1.729, -1.393], [3.512, 1.280, -3.742], [4.436, -0.211, -3.911], [4.781, 0.891, -2.578], [0.918, -0.273, -3.804], [0.531, -1.500, -2.591], [1.700, -1.851, -3.866], [4.616, -1.514, -0.941], [3.672, -2.728, -1.796], [3.081, -2.062, -0.261], [5.199, -1.642, 2.363], [4.302, -0.131, 2.017], [4.546, 0.655, 3.607], [2.849, -0.514, 1.964], [6.255, -1.409, 2.495], [5.068, -2.299, 1.505], [4.787, -2.106, 3.259], [5.608, 0.849, 3.755], [4.152, 0.004, 4.387], [3.998, 1.595, 3.589]],
  "lowdin_charge": [0.12, 0.02, -0.53, -0.22, 0.10, -0.11, -0.26, -0.01, -0.03, -0.03, -0.20, 0.02, 0.10, 0.09, 0.07, 0.15, 0.13, 0.07, 0.12, 0.12, 0.12, 0.03, 0.28, 0.16, 0.18, 0.35, -0.18, 0.40, -0.19, -0.17, -0.56, 1.29, -0.55, 0.40, -0.17, -0.20, -0.20, 0.04, 0.03, 0.03, 0.04, 0.03, 0.03, 0.04, 0.00, 0.03, 0.00, -0.01, -0.01, -0.02, 0.03, 0.04, 0.04, 0.04, -0.05, 0.04, 0.03, 0.03, -0.02, -0.25, 0.82, -0.24, -0.79, 0.07, 0.05, 0.05, 0.06, 0.06, 0.06]
}